The following is a DFT calculation (wB97M-V/def2-TZVPD) of the molecule C4H7NO.

Cartesian coordinates (Å):
C (1.419, 1.267, 0.038)
C (1.517, -0.079, -0.024)
C (0.278, -0.966, -0.002)
N (-0.974, -0.354, -0.518)
C (-2.017, -0.057, 0.252)
O (-2.893, 0.771, -0.072)
H (0.416, 1.723, -0.086)
H (2.255, 1.953, 0.143)
H (2.569, -0.524, 0.036)
H (-0.038, -1.271, 1.033)
H (0.361, -1.978, -0.614)
H (-0.796, 0.283, -1.349)
H (-2.096, -0.769, 1.162)

Atomic forces in eV per Å
C -0.90 -1.01 -0.54
C 0.92 0.99 0.64
C -1.36 -2.47 -0.79
N 2.80 1.32 -1.83
C -2.85 0.90 0.18
O 1.78 -1.80 1.07
H 0.74 -0.14 0.36
H -0.02 -0.34 -0.14
H -1.84 0.27 -0.06
H 0.93 0.12 -0.72
H 0.51 2.03 1.29
H -0.75 -1.08 1.44
H 0.05 1.22 -0.90

E_HOMO (eV): -9.8
Frontier orbital gap (eV): 10.73
Multiplicity: 1
LUMO level (eV): 0.94
Calculated total energy (eV): -7797.8589
Largest force on an atom (eV Å⁻¹): 3.6

***

The following is a DFT calculation (wB97M-V/def2-TZVPD) of a cluster of 2 separate species, C3H5NP2 in total.

Cartesian coordinates (Å):
C (1.461, 0.406, 0.440)
C (-2.488, 0.247, -0.160)
C (-2.096, -1.134, -0.269)
N (2.609, 0.588, 0.147)
P (-2.812, 1.757, -0.024)
P (4.135, 0.418, -0.237)
H (0.581, 0.957, 0.180)
H (-1.469, -1.407, 0.583)
H (-1.524, -1.294, -1.185)
H (-2.976, -1.777, -0.287)
H (4.579, 1.240, 0.812)

Atomic forces in eV per Å
C 0.58 0.03 0.01
C -0.15 1.83 0.17
C 0.09 -0.47 -0.03
N -2.26 -0.47 0.72
P 0.13 -1.06 -0.11
P 1.83 -0.08 -0.76
H -0.41 0.33 -0.18
H -0.03 -0.10 -0.04
H -0.02 -0.08 0.01
H 0.05 -0.12 0.00
H 0.19 0.20 0.20

E_HOMO (alpha / beta) (eV): -7.9 / -7.9
Frontier orbital gap (alpha / beta) (eV): 7.96 / 7.96
Multiplicity: 1
LUMO level (alpha / beta) (eV): 0.10 / 0.10
Calculated total energy (eV): -23255.2570
Largest force on an atom (eV Å⁻¹): 2.4

***

The following is a DFT calculation (wB97M-V/def2-TZVPD) of a structure of composition C30H28Cl3IrN2O2S2.

Cartesian coordinates (Å):
Ir (-1.505, 1.460, 0.080)
C (-1.915, 3.617, -0.578)
C (-1.201, 3.637, 0.672)
C (0.186, 3.422, 0.377)
C (0.306, 3.189, -1.013)
C (-0.966, 3.357, -1.621)
C (-1.249, 3.313, -3.083)
C (1.568, 2.815, -1.709)
C (1.293, 3.360, 1.368)
C (-1.737, 4.079, 1.999)
C (-3.345, 4.012, -0.777)
H (-2.316, 3.369, -3.286)
H (-0.878, 2.395, -3.540)
H (-0.762, 4.154, -3.583)
H (2.023, 1.949, -1.222)
H (2.291, 3.633, -1.670)
H (1.390, 2.569, -2.754)
H (2.027, 2.605, 1.084)
H (0.926, 3.113, 2.363)
H (1.807, 4.323, 1.430)
H (-1.319, 3.486, 2.812)
H (-2.822, 3.994, 2.044)
H (-1.479, 5.124, 2.184)
H (-3.405, 5.064, -1.066)
H (-3.928, 3.887, 0.134)
H (-3.815, 3.426, -1.567)
Cl (-6.527, -3.137, 4.406)
C (-5.318, -2.572, 3.349)
C (-5.218, -1.193, 3.107)
C (-4.249, -0.739, 2.263)
Cl (-4.099, 0.933, 1.922)
C (-3.315, -1.638, 1.603)
O (-2.434, -1.224, 0.841)
C (-3.491, -3.053, 1.895)
Cl (-2.421, -4.146, 1.127)
C (-4.458, -3.503, 2.744)
H (-5.905, -0.509, 3.584)
H (-4.569, -4.557, 2.952)
S (-2.843, 0.624, -1.842)
C (-1.690, -0.489, -2.475)
N (-1.179, -1.452, -1.663)
C (-0.230, -2.306, -2.062)
C (0.214, -2.250, -3.354)
C (-0.381, -1.282, -4.168)
N (-1.293, -0.422, -3.747)
H (-1.520, -1.478, -0.694)
H (0.137, -3.004, -1.322)
H (0.974, -2.920, -3.721)
H (-0.098, -1.194, -5.211)
C (5.920, -4.045, -0.938)
C (6.670, -4.224, 0.353)
O (7.704, -4.820, 0.448)
S (5.955, -3.651, 1.904)
C (4.532, -2.685, 1.471)
C (4.669, -1.389, 0.975)
C (3.552, -0.623, 0.703)
C (2.270, -1.128, 0.949)
C (2.138, -2.419, 1.465)
C (3.259, -3.191, 1.719)
C (1.112, -0.327, 0.688)
C (0.125, 0.360, 0.491)
H (6.619, -4.187, -1.759)
H (5.424, -3.082, -1.018)
H (5.159, -4.827, -0.986)
H (5.660, -0.984, 0.814)
H (3.662, 0.382, 0.317)
H (1.148, -2.804, 1.677)
H (3.156, -4.191, 2.117)

Atomic forces in eV per Å
Ir 0.14 -0.15 -0.16
C 0.01 0.04 -0.05
C -0.02 0.06 0.11
C 0.00 -0.01 0.00
C 0.01 0.03 0.03
C -0.08 -0.05 0.10
C 0.03 -0.03 -0.01
C -0.01 0.00 0.01
C -0.02 0.00 0.00
C 0.01 0.01 -0.02
C 0.02 -0.02 -0.04
H 0.00 0.00 0.00
H -0.01 0.00 0.00
H 0.00 0.00 0.00
H 0.00 0.00 -0.01
H 0.01 0.00 0.00
H 0.00 0.01 -0.01
H 0.01 0.00 0.00
H 0.00 0.00 0.01
H 0.01 0.00 0.01
H 0.00 0.01 0.01
H 0.00 0.00 0.01
H -0.01 0.00 -0.01
H -0.01 0.00 0.01
H -0.01 0.00 0.00
H 0.00 0.01 0.00
Cl -0.01 0.00 0.01
C 0.01 -0.05 -0.01
C 0.02 0.05 -0.02
C -0.01 -0.08 0.02
Cl -0.05 0.08 0.05
C 0.01 0.01 -0.04
O 0.01 0.00 0.06
C -0.01 -0.02 0.00
Cl 0.00 0.01 0.00
C 0.00 0.05 0.00
H -0.01 -0.01 0.01
H -0.01 0.00 0.00
S -0.03 -0.03 -0.02
C 0.01 0.07 0.07
N -0.08 0.05 0.00
C 0.06 -0.04 -0.05
C -0.01 0.01 0.02
C -0.01 0.01 0.00
N 0.00 -0.02 -0.03
H 0.03 -0.03 0.01
H -0.01 0.01 0.02
H 0.00 -0.01 0.00
H 0.01 0.00 0.00
C 0.01 -0.01 -0.02
C -0.11 -0.12 0.06
O 0.07 0.05 -0.06
S 0.05 0.07 0.06
C -0.02 0.01 -0.06
C 0.05 -0.05 0.03
C -0.06 0.01 0.00
C 0.00 0.00 -0.02
C -0.01 -0.02 -0.01
C -0.01 -0.02 -0.03
C 0.03 0.03 0.05
C 0.01 0.04 -0.12
H 0.00 0.00 0.00
H 0.01 0.03 0.03
H -0.03 0.03 0.00
H 0.00 0.00 -0.01
H 0.01 0.00 0.00
H 0.00 -0.01 0.00
H -0.01 0.00 0.01

E_HOMO (alpha / beta) (eV): -9.4 / -10.7
⟨S²⟩: 8.8111
Frontier orbital gap (alpha / beta) (eV): 6.24 / 5.26
Multiplicity: 6
LUMO level (alpha / beta) (eV): -3.17 / -5.44
Calculated total energy (eV): -100706.1799
Largest force on an atom (eV Å⁻¹): 0.3
Total charge: +1

***

> What is the multiplicity in the first record?

1